one) C4H3BrO | ωB97M-V/def2-TZVPD

Results
Kohn-Sham gap	0.3687	Eh
HOMO	-0.3578	Ha
SMILES string	O=C1CC=C1Br

Geometry as ORCA input:
```
! wB97M-V def2-TZVPD RIJCOSX def2/J DEFGRID3
* xyz 0 1
C 0.035 -1.002 -0.136
C -1.045 -0.234 0.048
C -0.248 1.060 0.006
C 1.064 0.173 0.048
O -0.503 2.209 -0.073
Br -2.836 -0.646 -0.012
H 0.293 -2.091 -0.262
H 1.494 0.338 1.154
H 1.745 0.193 -0.773
*
```

=====

two) C4H3BrO | ωB97M-V/def2-TZVPD

Results
Kohn-Sham gap	0.2867	Eh
HOMO	-0.3347	Ha

Geometry as ORCA input:
```
! wB97M-V def2-TZVPD RIJCOSX def2/J DEFGRID3
* xyz 0 1
C 0.309 -0.691 -0.374
C 2.746 -0.732 -0.632
C 1.616 -1.476 -0.088
C -0.078 0.445 0.181
O 1.692 -2.658 0.105
Br 3.676 0.409 0.390
H -0.463 -1.213 -0.844
H 0.410 1.199 0.768
H -1.112 0.739 -0.034
*
```

=====

Energies relative to the minimum, hartree: one) 0.0000; two) 0.0983

=====

one) C6H2 | ωB97M-V/def2-TZVPD

Results
Kohn-Sham gap	0.2592	Eh
HOMO	-0.3484	Ha

Geometry as ORCA input:
```
! wB97M-V def2-TZVPD RIJCOSX def2/J DEFGRID3
* xyz 0 1
C 3.421 -0.531 -0.022
C 3.006 0.641 0.022
C 1.454 -1.635 -0.079
C 1.758 1.124 0.036
C 0.412 -0.799 0.070
C 0.481 0.686 -0.038
H -0.597 -1.418 0.205
H -0.350 1.403 0.114
*
```

=====

two) C6H2 | ωB97M-V/def2-TZVPD

Results
Kohn-Sham gap	0.3253	Eh
HOMO	-0.3328	Ha
SMILES string	C#CC#CC#C

Geometry as ORCA input:
```
! wB97M-V def2-TZVPD RIJCOSX def2/J DEFGRID3
* xyz 0 1
C 2.305 -0.478 -2.080
C 1.424 -0.086 -1.352
C 0.416 0.128 -0.519
C -0.437 0.244 0.394
C -1.425 0.203 1.294
C -2.277 0.189 2.193
H 3.111 -0.518 -2.815
H -3.117 0.318 2.884
*
```

=====

Energies relative to the minimum, hartree: one) 0.1919; two) 0.0000

=====

one) C3H9NSi | ωB97M-V/def2-TZVPD

Results
Kohn-Sham gap (spin up / spin down)	0.2676 / 0.2651	Eh
HOMO (spin up / spin down)	-0.2664 / -0.2640	Ha

Geometry as ORCA input:
```
! wB97M-V def2-TZVPD RIJCOSX def2/J DEFGRID3
* xyz 0 1
C 0.099 -1.855 -1.446
C -0.153 -1.467 -0.206
C -0.572 1.806 -0.333
N -0.048 0.251 2.127
Si 0.186 0.259 0.437
H -0.080 -2.866 -1.789
H 0.522 -1.177 -2.165
H -0.537 -2.189 0.510
H -1.628 1.653 -0.544
H -0.479 2.665 0.321
H -0.076 2.041 -1.268
H 0.184 -0.563 2.674
H -0.008 1.083 2.689
H 2.591 0.358 -1.006
*
```

=====

two) C3H9NSi | ωB97M-V/def2-TZVPD

Results
Kohn-Sham gap	0.3325	Eh
HOMO	-0.3105	Ha
SMILES string	C=[SiH]C.C=N

Geometry as ORCA input:
```
! wB97M-V def2-TZVPD RIJCOSX def2/J DEFGRID3
* xyz 0 1
C -0.835 -0.823 3.217
C 1.241 0.219 0.033
C -0.123 0.212 -2.865
N -1.253 -0.805 2.041
Si 0.413 1.064 -1.263
H -1.558 -0.950 4.017
H 0.211 -0.722 3.537
H 1.605 -0.788 -0.100
H 1.586 0.710 0.925
H -0.534 -0.663 1.321
H -1.169 0.409 -3.088
H 0.467 0.553 -3.715
H 0.001 -0.864 -2.794
H -0.051 2.447 -1.267
*
```

=====

Energies relative to the minimum, hartree: one) 0.0147; two) 0.0000

=====

one) C4H5ClN2O | ωB97M-V/def2-TZVPD

Results
Kohn-Sham gap	0.4075	Eh
HOMO	-0.3897	Ha
SMILES string	N#C[C@@H](/C=N/O)CCl

Geometry as ORCA input:
```
! wB97M-V def2-TZVPD RIJCOSX def2/J DEFGRID3
* xyz 0 1
C 1.372 0.107 0.428
C -0.052 0.138 -0.065
C -0.891 -0.968 0.584
C -0.550 1.550 -0.049
H 4.050 -0.873 -0.819
H 1.811 0.302 1.475
H -0.191 -0.114 -1.179
H -0.368 -1.856 0.286
H -1.081 -0.903 1.659
N 2.236 -0.224 -0.495
N -0.818 2.649 0.032
O 3.555 -0.549 0.018
Cl -2.462 -0.829 -0.219
*
```

=====

two) C4H5ClN2O | ωB97M-V/def2-TZVPD

Results
Kohn-Sham gap	0.3476	Eh
HOMO	-0.3412	Ha
SMILES string	CC1=C(Cl)N=NOC1

Geometry as ORCA input:
```
! wB97M-V def2-TZVPD RIJCOSX def2/J DEFGRID3
* xyz 0 1
C 0.138 0.011 -0.185
C -0.967 -0.724 -0.556
C 0.164 0.368 1.246
C 1.265 0.366 -1.081
N -2.083 -0.886 0.317
N -2.131 -0.255 1.332
O -1.199 0.552 1.776
Cl -1.333 -1.291 -2.191
H 0.594 -0.507 1.758
H 0.912 1.208 1.354
H 1.834 1.200 -0.798
H 0.792 0.321 -1.976
H 2.013 -0.362 -0.995
*
```

=====

Energies relative to the minimum, hartree: one) 0.0000; two) 0.0396

=====

one) C2H9N2 | ωB97M-V/def2-TZVPD

Results
Kohn-Sham gap	0.4450	Eh
HOMO	-0.6051	Ha

Geometry as ORCA input:
```
! wB97M-V def2-TZVPD RIJCOSX def2/J DEFGRID3
* xyz 1 1
C -1.711 -0.371 2.133
H -0.855 -0.721 1.667
H -2.109 0.596 1.840
H -1.517 -0.333 3.186
H -2.503 -1.071 2.048
N 0.910 -0.347 -2.441
C 1.407 0.482 -1.496
N 1.081 0.466 -0.208
H 0.250 -1.068 -2.217
H 1.247 -0.049 -3.370
H 2.273 1.270 -1.676
H 1.464 0.997 0.542
H 0.064 0.147 -0.008
*
```

=====

two) C2H9N2 | ωB97M-V/def2-TZVPD

Results
Kohn-Sham gap	0.4081	Eh
HOMO	-0.5415	Ha

Geometry as ORCA input:
```
! wB97M-V def2-TZVPD RIJCOSX def2/J DEFGRID3
* xyz 1 1
N -2.100 0.003 -0.292
H -2.558 0.772 -0.785
H -2.679 -0.294 0.491
H -2.014 -0.740 -0.985
H -1.076 0.280 -0.022
C 1.288 -1.043 0.147
C 1.188 1.312 0.272
N 0.572 0.218 0.228
H 1.780 -1.177 -0.820
H 0.610 -1.888 0.254
H 2.061 -1.096 0.914
H 0.653 2.252 0.351
H 2.274 1.401 0.246
*
```

=====

Energies relative to the minimum, hartree: one) 0.0037; two) 0.0000

=====

one) C6H14N3 | ωB97M-V/def2-TZVPD

Results
Kohn-Sham gap (spin up / spin down)	0.3287 / 0.3285	Eh
HOMO (spin up / spin down)	-0.4587 / -0.4587	Ha

Geometry as ORCA input:
```
! wB97M-V def2-TZVPD RIJCOSX def2/J DEFGRID3
* xyz 1 1
C 0.523 -1.576 0.121
C -0.088 -0.466 0.144
C 2.056 -1.434 -0.197
C 2.083 1.519 0.827
C -1.285 1.286 -0.892
C -2.423 -0.716 0.024
N 2.335 -0.209 -0.782
N 1.619 0.910 -0.370
N -1.267 0.242 0.216
H -0.014 -2.571 0.129
H 2.704 -1.595 0.698
H 2.288 -2.238 -0.881
H 1.327 2.311 0.934
H 2.137 0.801 1.616
H 3.092 2.020 0.533
H -1.586 0.785 -1.860
H -2.053 2.057 -0.773
H -0.255 1.566 -1.042
H -2.320 -0.964 -1.021
H -2.329 -1.676 0.515
H -3.370 -0.265 0.138
H 2.035 -0.175 -1.827
H -1.432 0.908 0.985
*
```

=====

two) C6H14N3 | ωB97M-V/def2-TZVPD

Results
Kohn-Sham gap (spin up / spin down)	0.2791 / 0.2375	Eh
HOMO (spin up / spin down)	-0.4171 / -0.3927	Ha

Geometry as ORCA input:
```
! wB97M-V def2-TZVPD RIJCOSX def2/J DEFGRID3
* xyz 1 1
C -1.292 -1.526 0.189
C 0.003 -1.370 0.946
C -1.761 -0.398 -0.769
C -0.491 1.602 0.048
C 1.078 -0.828 0.149
C 2.696 1.079 0.254
N 1.680 -0.797 -1.048
N 2.387 -0.363 0.179
N -1.817 1.014 -0.065
H -1.298 -2.267 -0.505
H -2.083 -1.774 0.800
H -0.154 -0.725 1.840
H 0.275 -2.285 1.385
H -1.310 -0.439 -1.822
H -2.807 -0.581 -0.903
H -0.495 2.348 0.854
H 0.060 1.785 -0.869
H 1.748 1.570 0.401
H 3.375 1.317 1.048
H 2.983 1.504 -0.801
H 1.990 -1.487 -1.643
H -2.502 1.672 -0.541
H -2.262 0.948 0.873
*
```

=====

Energies relative to the minimum, hartree: one) 0.0000; two) 0.0351